Entry 1:
# C4H11NS2

2 unconnected molecules or ions with the total composition C4H11NS2 (wB97M-V/def2-TZVPD, the Open Molecules 2025 dataset).

Geometry (Å):
C  -0.02122  1.04523  -1.33766
C  0.39958  2.29154  -1.51296
N  1.54358  2.84723  -0.94007
H  0.51479  0.34863  -0.69883
H  -0.90746  0.69079  -1.84175
H  -0.12074  2.97426  -2.18746
H  1.80996  2.44133  -0.05886
H  1.54802  3.85119  -0.91408
C  -1.81099  -2.05603  0.32986
C  -0.70950  -1.66030  1.29153
S  0.91930  -2.14394  0.59714
S  2.17605  -1.28310  1.98161
H  -1.99601  -3.12681  0.35397
H  -1.57918  -1.75986  -0.69831
H  -2.73738  -1.55166  0.60450
H  -0.80728  -2.17557  2.24773
H  -0.65218  -0.59096  1.46268
H  2.43065  -0.14196  1.32096

Summary:
Gap between HOMO and LUMO, eV: 8.916
SMILES string: C=CN.CCSS
Net charge: 0
E_LUMO, eV: 0.51
Energy above the lowest of the compared OMol25 structures with the same formula, charge and spin, kJ/mol: 81.82
E, eV: -27486.417

Entry 2:
# C4H11NiO2

A molecular structure, C4H11NiO2 in a non-equilibrium geometry (wB97M-V/def2-TZVPD, the Open Molecules 2025 dataset).

Geometry (Å):
C  -0.86483  2.57473  -1.55916
H  -1.94377  2.42854  -1.39724
H  -0.66244  3.38458  -0.84037
H  -0.45257  2.98990  -2.49139
Ni  1.10018  1.05030  -0.10562
O  0.26584  -0.03453  -1.51200
H  -0.70148  1.26237  -1.91798
C  0.91961  -0.74865  2.43681
O  0.51686  -0.46486  1.10960
C  0.26246  -1.61810  0.30838
C  -0.40888  -1.12888  -0.96189
H  1.09818  0.20840  2.93987
H  0.12178  -1.29592  2.95930
H  1.84048  -1.35110  2.44587
H  -0.39475  -2.31287  0.85462
H  1.21107  -2.14078  0.10016
H  -1.44185  -0.82497  -0.70306
H  -0.46591  -1.97815  -1.66589

Summary:
Gap between HOMO and LUMO (alpha / beta), eV: 6.974 / 8.045
Net charge: 0
E_LUMO (alpha / beta), eV: 0.79 / -0.55
Energy above the lowest of the compared OMol25 structures with the same formula, charge and spin, kJ/mol: 159.90
E, eV: -49458.778
<S²>: 3.75
Spin multiplicity: 4

Entry 3:
# C4H11O2S

2 unconnected molecules or ions with the total composition C4H11O2S in a non-equilibrium geometry (wB97M-V/def2-TZVPD, the Open Molecules 2025 dataset).

Geometry (Å):
C  -0.29681  -1.26084  -1.22298
O  -1.27651  -0.73736  -2.05769
C  -0.37936  -0.65218  0.23159
C  0.94981  -0.72616  0.98250
C  0.99794  0.44444  2.00222
S  1.38314  2.04111  1.11391
H  0.69778  -1.08014  -1.68643
H  -0.61008  -2.35132  -1.21489
H  -0.64441  0.48591  0.15612
H  -1.15399  -1.18387  0.96821
H  1.11005  -1.69604  1.51157
H  1.80638  -0.60752  0.33777
H  1.74583  0.38114  2.86553
H  -0.00914  0.61926  2.58342
H  -1.81071  1.88745  -1.43080
H  -0.29679  2.49527  -1.26233
H  -1.31626  0.17266  -2.17386
O  -0.89685  1.76819  -1.70383

Summary:
Gap between HOMO and LUMO, eV: 6.197
Net charge: -1
E_LUMO, eV: 3.62
Energy above the lowest of the compared OMol25 structures with the same formula, charge and spin, kJ/mol: 100.44
E, eV: -19256.402

Entry 4:
# C4H11O2S

2 unconnected molecules or ions with the total composition C4H11O2S in a non-equilibrium geometry (wB97M-V/def2-TZVPD, the Open Molecules 2025 dataset).

Geometry (Å):
C  0.44641  -2.35365  -2.12768
O  0.00645  -1.20336  -2.88969
C  1.30805  -1.98395  -0.88512
C  0.86706  -1.70907  0.57518
C  0.02824  -0.41353  0.55874
S  -0.44639  -0.39444  2.31516
H  1.19956  -2.60279  -2.87842
H  -0.49763  -2.92006  -1.93773
H  2.06139  -2.61150  -0.75191
H  1.87878  -1.01882  -1.15781
H  0.21080  -2.33470  1.25512
H  1.74184  -1.72349  1.19482
H  -0.87746  -0.65770  -0.03714
H  0.54570  0.50043  0.27956
H  -0.58235  6.63797  0.08009
H  -1.51572  6.81645  1.25575
H  -0.79107  -0.67363  -2.49204
O  -1.52272  6.91086  0.31724

Summary:
Gap between HOMO and LUMO, eV: 5.069
Net charge: -1
E_LUMO, eV: 2.93
Energy above the lowest of the compared OMol25 structures with the same formula, charge and spin, kJ/mol: 218.18
E, eV: -19255.181

Entry 5:
# C4H11O2S2

2 unconnected molecules or ions with the total composition C4H11O2S2 (wB97M-V/def2-TZVPD, the Open Molecules 2025 dataset).

Geometry (Å):
C  -0.59822  0.94530  0.84586
C  -0.42358  1.42592  -0.61422
O  -1.51351  1.19751  -1.38145
C  0.64868  1.16239  1.70544
S  1.62483  -0.32271  2.11601
S  2.39075  -0.95171  0.32452
C  1.09325  -2.04838  -0.32559
H  -1.42939  1.51630  1.25196
H  -0.87739  -0.10947  0.84256
H  0.50656  0.95536  -1.00489
H  -0.16759  2.50892  -0.53410
H  1.33264  1.88586  1.25460
H  0.39834  1.56534  2.68449
H  0.79810  -2.74797  0.44552
H  1.54612  -2.57447  -1.16806
H  0.22526  -1.48507  -0.66781
H  -2.47571  -1.46369  -1.93290
H  -1.53153  -0.22132  -1.77748
O  -1.54759  -1.23811  -2.06448

Summary:
Gap between HOMO and LUMO, eV: 6.685
Net charge: -1
E_LUMO, eV: 3.14
Energy above the lowest of the compared OMol25 structures with the same formula, charge and spin, kJ/mol: 0.00
E, eV: -30092.704

Entry 6:
# C4H11O3

2 unconnected molecules or ions with the total composition C4H11O3 in a non-equilibrium geometry (wB97M-V/def2-TZVPD, the Open Molecules 2025 dataset).

Geometry (Å):
C  1.79008  0.50877  -1.09612
O  1.37748  0.72333  -2.36277
C  0.56951  0.83098  -0.05630
C  -0.58514  -0.10298  -0.49755
C  -0.32513  -1.52733  -0.02679
O  -1.39023  -2.40133  -0.44519
H  2.60746  1.19485  -0.75485
H  2.08659  -0.54634  -0.97893
H  0.46383  1.91145  -0.17282
H  0.88229  0.61556  0.97607
H  -0.59095  -0.00193  -1.59155
H  -1.46867  0.19529  0.07767
H  0.62020  -1.96505  -0.35215
H  -0.30773  -1.55468  1.06849
H  -1.65048  -2.09734  -1.31159
H  -1.07025  1.79240  1.85391
H  -1.61109  0.75900  2.91593
O  -1.39776  1.66536  2.75451

Summary:
Gap between HOMO and LUMO, eV: 6.155
Net charge: -1
E_LUMO, eV: 3.59
Energy above the lowest of the compared OMol25 structures with the same formula, charge and spin, kJ/mol: 156.59
E, eV: -10468.056

Entry 7:
# C4H11O3

A molecular structure, C4H11O3 in a non-equilibrium geometry (wB97M-V/def2-TZVPD, the Open Molecules 2025 dataset).

Geometry (Å):
C  -0.17201  0.77107  -2.04882
O  -0.10659  -0.02315  -3.49600
C  0.68994  0.04214  -1.01982
C  0.34146  0.35061  0.42618
C  0.81529  -0.76478  1.37241
O  0.42848  -0.64179  2.66905
H  -1.21418  0.57740  -1.81716
H  -0.06217  1.85244  -1.94889
H  0.35693  0.74969  -3.31776
H  0.42826  -0.99004  -1.26655
H  1.74457  0.15638  -1.30654
H  -0.75989  0.26451  0.44819
H  0.50249  1.36301  0.80408
H  0.58275  -1.76236  0.92395
H  1.92763  -0.86096  1.35990
H  -2.51665  -0.57820  2.36334
H  -0.98270  -0.37325  2.81213
O  -2.00362  -0.13273  3.04232

Summary:
Gap between HOMO and LUMO, eV: 6.717
Net charge: -1
E_LUMO, eV: 3.39
Energy above the lowest of the compared OMol25 structures with the same formula, charge and spin, kJ/mol: 325.46
E, eV: -10466.306